Below is C38H39ClF2FeN5O5 as an isolated structure at a distorted geometry, with properties calculated with the ωB97M-V functional and the def2-TZVPD basis.

CARTESIAN COORDINATES (ANGSTROEM)
Fe  -3.768  0.864  -2.992
Cl  -1.015  -0.453  -0.800
F  -2.732  -4.091  -6.615
F  4.626  0.664  4.704
O  -2.046  -0.095  -1.733
O  -5.080  0.868  -1.334
O  0.309  -0.340  -1.349
O  -1.184  0.448  0.335
O  -1.235  -1.797  -0.397
N  4.170  -2.880  -2.154
N  -3.513  2.767  3.924
N  -1.296  -6.103  3.670
N  -2.951  2.841  -2.482
N  2.008  4.120  -0.479
C  2.277  0.784  5.185
C  -2.703  2.323  2.917
C  4.361  3.837  -1.132
C  3.969  -3.266  0.663
C  3.313  0.697  4.257
C  1.043  0.617  4.721
C  1.044  -5.642  3.010
C  -1.570  3.028  -2.400
C  -1.636  -4.958  2.924
C  4.947  -3.812  -1.512
C  4.266  2.467  -1.002
C  0.664  -4.518  2.317
C  -3.988  4.018  3.883
C  4.885  -4.040  -0.116
C  -1.851  5.322  -1.713
C  0.736  -3.622  -4.522
C  3.047  1.899  -0.592
C  3.152  -2.358  -0.008
C  -0.516  -3.457  -3.872
C  0.048  -6.409  3.679
C  0.760  0.489  3.342
C  -2.727  4.508  1.930
C  -4.759  1.220  0.022
C  -1.713  -3.532  -4.644
C  -3.617  4.925  2.940
C  1.989  2.762  -0.226
C  -3.208  5.203  -1.762
C  -0.674  -4.174  2.323
C  1.812  0.510  2.450
C  3.194  4.606  -0.928
C  -3.700  3.930  -2.113
C  -0.999  4.237  -1.989
C  3.233  -2.233  -1.423
C  3.114  0.615  2.905
C  -0.363  -3.805  -6.694
C  0.814  -3.832  -5.914
C  -2.201  3.198  1.933
C  -1.567  -3.767  -5.994
H  -1.511  6.271  -1.327
H  -0.617  -3.378  -2.800
H  -0.362  -3.974  -7.760
H  0.074  4.344  -2.051
H  5.424  -4.807  0.421
H  -1.521  2.924  1.139
H  2.526  0.800  6.236
H  -0.938  2.173  -2.588
H  2.456  -1.725  0.521
H  -6.036  0.772  -1.344
H  -3.923  5.956  3.034
H  2.641  -1.420  -1.816
H  -0.256  0.380  2.992
H  0.183  0.607  5.375
H  -2.693  -4.739  2.958
H  -5.585  1.855  0.342
H  0.218  -7.403  4.065
H  2.919  0.835  -0.462
H  -3.834  1.770  0.195
H  1.779  -3.925  -6.390
H  -2.550  5.184  1.107
H  5.510  -4.571  -2.034
H  1.631  -3.477  -3.935
H  1.566  0.336  1.413
H  1.343  -3.886  1.764
H  -2.711  -3.463  -4.237
H  1.024  2.339  0.011
H  2.079  -5.950  3.008
H  3.996  0.567  2.284
H  -0.999  -3.238  1.893
H  3.838  -3.426  1.723
H  -3.786  6.086  -1.531
H  -4.598  4.364  4.705
H  3.088  5.650  -1.185
H  5.051  1.824  -1.370
H  -4.749  3.766  -1.913
H  -2.449  1.274  2.956
H  5.319  4.303  -1.305
H  -4.717  0.420  0.762

The value obtained for the lowest unoccupied orbital energy (alpha / beta) is -6.27 / -6.46 eV. For the HOMO energy (alpha / beta), the calculation gives -10.68 / -10.68 eV. The total charge is +1. Its expectation value of S² is 6.006. As for the HOMO-LUMO gap (alpha / beta): 0.162 / 0.155 Ha. As for the spin multiplicity: 5.

=====

Below is one molecule with the formula CH5ISSi at a distorted geometry, with properties calculated with the ωB97M-V functional and the def2-TZVPD basis.

CARTESIAN COORDINATES (ANGSTROEM)
I  2.706  0.508  -2.019
S  2.017  0.682  0.230
Si  -0.869  -0.893  0.138
C  -0.128  0.877  0.426
H  -2.173  -0.801  0.885
H  -0.018  -2.106  0.427
H  0.029  1.038  1.414
H  -0.940  -0.955  -1.366
H  -0.623  1.651  -0.137

The value obtained for the lowest unoccupied orbital energy is -0.49 eV. For the HOMO energy, the calculation gives -8.59 eV. The total charge is 0. The value obtained for the energy above the lowest of the compared OMol25 structures with the same formula, charge and spin is 14.2 kcal per mole. As for the HOMO-LUMO gap: 0.298 Ha. As for the structure (SMILES): [SiH3]CSI.

=====

Below is one molecule with the formula C3H4N2O, with properties calculated with the ωB97M-V functional and the def2-TZVPD basis.

CARTESIAN COORDINATES (ANGSTROEM)
O  0.653  0.549  1.053
N  -0.513  1.688  -0.517
N  1.239  -0.705  1.192
C  -0.302  0.472  0.081
C  -0.607  -0.839  -0.170
C  0.532  -1.472  0.414
H  0.971  -2.399  0.078
H  -1.501  -1.342  -0.525
H  0.179  2.337  -0.167
H  -0.606  1.725  -1.526

The value obtained for the lowest unoccupied orbital energy is 0.84 eV. For the HOMO energy, the calculation gives -8.65 eV. The total charge is 0. The value obtained for the energy above the lowest of the compared OMol25 structures with the same formula, charge and spin is 60.6 kcal per mole. As for the HOMO-LUMO gap: 0.349 Ha. As for the structure (SMILES): Nc1ccno1.

=====

Below is an isolated ion of composition C8H11N2O2 and charge +1 at a distorted geometry, with properties calculated with the ωB97M-V functional and the def2-TZVPD basis.

CARTESIAN COORDINATES (ANGSTROEM)
O  0.141  0.176  0.820
O  -0.320  -0.676  -1.296
N  0.516  -1.170  1.068
N  -0.624  1.622  -0.780
C  0.467  -3.104  2.403
C  1.539  -3.089  0.192
C  -0.378  0.417  -0.424
C  1.290  -1.734  0.155
C  -1.177  1.912  -2.109
C  0.128  -1.746  2.224
C  1.147  -3.741  1.392
C  -0.164  2.664  -0.052
H  1.580  -1.098  -0.693
H  -0.758  3.487  -0.300
H  -2.013  2.612  -1.992
H  -0.374  -1.265  3.033
H  -0.051  -3.616  3.229
H  1.291  -4.837  1.427
H  0.883  2.873  -0.240
H  -0.174  2.693  1.045
H  -1.538  0.896  -2.474
H  -0.400  2.329  -2.742
H  2.069  -3.460  -0.602

The value obtained for the lowest unoccupied orbital energy is -4.41 eV. For the HOMO energy, the calculation gives -13.30 eV. The total charge is +1. The value obtained for the energy above the lowest of the compared OMol25 structures with the same formula, charge and spin is 96.5 kcal per mole. As for the HOMO-LUMO gap: 0.327 Ha. As for the structure (SMILES): CN(C)C(=O)O[n+]1ccccc1.

=====

Number 1: electronic energy -110052.28393 eV. Number 2: electronic energy -27929.94314 eV. Number 3: electronic energy -8201.25916 eV. Number 4: electronic energy -15539.56517 eV.